{"formula": "C5H13NO", "method": "ωB97M-V/def2-TZVPD", "e_lumo_ev": 0.96, "energy_ha": -328.240300, "charge": 0, "gap_ev": 10.142, "max_force_ha_per_bohr": 0.10286, "smiles": "C[C@@H](N)CCCO", "e_above_lowest_kcal_mol": 49.29, "elements": ["C", "C", "C", "C", "C", "O", "N", "H", "H", "H", "H", "H", "H", "H", "H", "H", "H", "H", "H", "H"], "positions_angstrom": [[0.803, -1.833, -0.730], [-0.328, -1.103, -0.045], [0.078, 0.009, 0.883], [0.705, 1.219, 0.109], [-0.141, 2.126, -0.741], [-1.322, 2.805, -0.105], [-1.217, -2.009, 0.649], [0.306, -2.474, -1.529], [1.459, -2.278, 0.049], [1.543, -1.183, -1.286], [-0.863, -0.534, -0.781], [-0.846, 0.363, 1.419], [0.511, -0.474, 1.781], [1.587, 0.947, -0.390], [1.129, 1.993, 0.901], [0.435, 2.823, -1.331], [-0.675, 1.459, -1.357], [-0.922, 3.310, 0.569], [-1.128, -3.025, 0.335], [-1.114, -2.141, 1.601]], "forces_ev_per_a": [[0.9, 0.3, -1.0], [0.1, 0.5, 0.3], [-1.4, 0.8, 0.9], [0.7, 2.3, 4.7], [-2.6, -0.6, 0.3], [1.7, -1.7, -1.4], [-0.9, -2.7, -2.7], [1.1, 0.1, 1.3], [-0.7, -0.6, -0.7], [-1.1, -0.3, 0.4], [-0.8, -0.3, -0.9], [0.4, 0.0, -1.0], [1.3, 0.7, -0.6], [1.1, -0.5, -1.1], [-0.5, -1.6, -0.9], [0.2, 0.2, 0.0], [-0.5, -0.4, -1.6], [0.4, 1.2, 1.5], [-0.2, 2.0, -0.1], [0.6, 0.6, 2.4]]}

***

{"formula": "C64H153N11O11", "method": "ωB97M-V/def2-TZVPD", "e_lumo_ev": 0.47, "energy_ha": -3959.863244, "charge": 0, "gap_ev": 8.550, "max_force_ha_per_bohr": 0.06993, "smiles": "CC1(C)CCCC(C)(C)N1O.CC1(C)CCCC(C)(C)N1O.CC1(C)CCCC(C)(C)N1O.CC1(C)CCCC(C)(C)N1O.COC[C@H](C)N.COC[C@H](C)N.COC[C@H](C)N.COC[C@H](C)N.COC[C@H](C)N.COC[C@H](C)N.COC[C@H](C)N", "e_above_lowest_kcal_mol": 42.69, "elements": ["C", "C", "C", "C", "C", "C", "N", "O", "C", "C", "C", "H", "H", "H", "H", "H", "H", "H", "H", "H", "H", "H", "H", "H", "H", "H", "H", "H", "H", "H", "C", "C", "C", "C", "C", "C", "N", "O", "C", "C", "C", "H", "H", "H", "H", "H", "H", "H", "H", "H", "H", "H", "H", "H", "H", "H", "H", "H", "H", "H", "C", "C", "C", "C", "C", "C", "N", "O", "C", "C", "C", "H", "H", "H", "H", "H", "H", "H", "H", "H", "H", "H", "H", "H", "H", "H", "H", "H", "H", "H", "C", "C", "C", "C", "C", "C", "N", "O", "C", "C", "C", "H", "H", "H", "H", "H", "H", "H", "H", "H", "H", "H", "H", "H", "H", "H", "H", "H", "H", "H", "C", "C", "C", "O", "C", "N", "H", "H", "H", "H", "H", "H", "H", "H", "H", "H", "H", "C", "C", "C", "O", "C", "N", "H", "H", "H", "H", "H", "H", "H", "H", "H", "H", "H", "C", "C", "C", "O", "C", "N", "H", "H", "H", "H", "H", "H", "H", "H", "H", "H", "H", "C", "C", "C", "O", "C", "N", "H", "H", "H", "H", "H", "H", "H", "H", "H", "H", "H", "C", "C", "C", "O", "C", "N", "H", "H", "H", "H", "H", "H", "H", "H", "H", "H", "H", "C", "C", "C", "O", "C", "N", "H", "H", "H", "H", "H", "H", "H", "H", "H", "H", "H", "C", "C", "C", "O", "C", "N", "H", "H", "H", "H", "H", "H", "H", "H", "H", "H", "H"], "positions_angstrom": [[17.214, 14.928, 13.014], [17.554, 14.964, 11.535], [17.830, 16.408, 11.129], [18.552, 16.641, 9.797], [19.766, 15.731, 9.689], [19.472, 14.251, 10.024], [18.844, 14.229, 11.312], [18.519, 12.830, 11.518], [18.720, 13.572, 8.947], [20.912, 13.566, 10.134], [16.299, 14.514, 10.682], [17.073, 13.933, 13.340], [16.281, 15.468, 13.129], [18.026, 15.346, 13.620], [16.850, 16.908, 11.151], [18.379, 16.875, 11.992], [18.890, 17.695, 9.727], [17.859, 16.431, 8.980], [20.470, 16.158, 10.440], [20.320, 15.776, 8.767], [19.435, 13.179, 8.179], [18.242, 12.679, 9.342], [17.988, 14.231, 8.504], [20.781, 12.502, 10.341], [21.368, 13.675, 9.153], [21.516, 14.063, 10.883], [16.178, 13.474, 10.924], [16.394, 14.735, 9.637], [15.470, 14.988, 11.215], [19.158, 12.620, 12.269], [24.660, 10.611, 14.625], [23.739, 11.330, 15.699], [24.441, 12.535, 16.268], [23.459, 13.421, 17.096], [22.244, 13.846, 16.219], [21.535, 12.606, 15.640], [22.544, 11.767, 14.928], [21.841, 10.628, 14.539], [20.746, 11.746, 16.684], [20.477, 13.039, 14.614], [23.595, 10.262, 16.831], [24.410, 9.563, 14.540], [25.677, 10.666, 15.037], [24.604, 11.198, 13.734], [25.227, 12.201, 16.932], [24.934, 13.135, 15.514], [23.998, 14.311, 17.459], [23.065, 12.926, 18.044], [22.565, 14.468, 15.389], [21.522, 14.430, 16.813], [21.315, 11.516, 17.569], [19.859, 12.317, 17.017], [20.545, 10.778, 16.238], [19.793, 12.207, 14.381], [19.913, 13.892, 14.942], [21.051, 13.342, 13.761], [23.522, 10.720, 17.827], [24.409, 9.540, 16.679], [22.636, 9.771, 16.631], [21.962, 10.553, 13.578], [22.733, 16.539, 23.587], [22.109, 15.613, 22.536], [21.365, 14.457, 23.280], [20.466, 13.665, 22.381], [19.522, 14.507, 21.537], [20.270, 15.652, 20.794], [21.105, 16.408, 21.766], [21.812, 17.433, 21.143], [20.974, 15.134, 19.609], [19.153, 16.679, 20.455], [23.306, 14.997, 21.766], [23.144, 15.897, 24.365], [21.970, 17.137, 24.025], [23.481, 17.178, 23.158], [22.054, 13.809, 23.760], [20.817, 14.934, 24.076], [19.929, 12.905, 23.008], [21.122, 13.131, 21.675], [18.725, 14.980, 22.146], [19.007, 13.901, 20.777], [20.302, 15.200, 18.769], [21.815, 15.762, 19.347], [21.344, 14.117, 19.800], [18.310, 16.077, 20.061], [18.727, 17.249, 21.260], [19.632, 17.342, 19.788], [23.932, 14.530, 22.513], [23.859, 15.803, 21.220], [22.984, 14.299, 21.008], [21.208, 18.231, 21.206], [19.274, 16.992, 15.759], [18.588, 18.359, 15.747], [19.532, 19.265, 14.959], [18.882, 20.617, 14.555], [17.533, 20.402, 13.776], [16.606, 19.414, 14.501], [17.417, 18.225, 14.921], [16.462, 17.326, 15.559], [15.825, 20.200, 15.584], [15.631, 18.891, 13.446], [18.538, 18.970, 17.183], [19.374, 16.651, 14.719], [18.771, 16.228, 16.447], [20.329, 17.187, 16.045], [20.438, 19.366, 15.579], [19.830, 18.715, 14.048], [19.583, 21.225, 13.968], [18.762, 21.233, 15.493], [17.744, 20.195, 12.683], [16.952, 21.355, 13.802], [16.579, 20.703, 16.241], [15.219, 20.890, 15.002], [15.169, 19.610, 16.217], [15.300, 19.745, 12.782], [16.051, 18.104, 12.851], [14.765, 18.446, 13.977], [19.470, 18.714, 17.697], [17.747, 18.547, 17.810], [18.340, 20.058, 17.215], [16.080, 16.781, 14.865], [20.422, 20.664, 11.274], [21.707, 20.226, 11.996], [21.939, 18.720, 11.606], [22.844, 18.206, 12.572], [23.332, 16.892, 12.211], [22.775, 21.010, 11.528], [20.101, 21.693, 11.587], [19.533, 20.052, 11.444], [20.534, 20.763, 10.161], [21.518, 20.292, 13.083], [22.347, 18.653, 10.618], [21.094, 17.982, 11.610], [23.801, 16.847, 11.271], [22.552, 16.162, 12.396], [24.104, 16.620, 12.937], [22.778, 21.902, 12.047], [23.698, 20.600, 11.792], [13.423, 17.219, 17.194], [13.851, 17.262, 18.673], [15.140, 16.441, 18.857], [15.104, 15.284, 18.018], [16.343, 14.680, 18.026], [13.994, 18.635, 19.183], [12.621, 17.898, 16.994], [13.018, 16.223, 16.959], [14.247, 17.481, 16.539], [13.106, 16.792, 19.370], [15.261, 16.203, 19.920], [16.000, 17.027, 18.551], [16.379, 13.797, 17.283], [16.536, 14.324, 19.064], [17.178, 15.326, 17.753], [13.201, 19.199, 18.892], [14.782, 19.020, 18.657], [23.445, 21.442, 15.363], [24.489, 20.386, 15.427], [23.940, 19.121, 16.047], [23.674, 19.283, 17.441], [23.540, 18.097, 18.137], [25.067, 20.009, 14.118], [23.121, 21.647, 16.409], [22.593, 21.052, 14.804], [23.799, 22.416, 14.962], [25.285, 20.680, 16.073], [24.712, 18.335, 15.984], [23.117, 18.709, 15.447], [22.548, 17.609, 17.946], [23.646, 18.231, 19.239], [24.251, 17.357, 17.769], [24.416, 19.411, 13.653], [25.889, 19.433, 14.156], [20.776, 21.646, 18.837], [21.074, 20.322, 19.544], [22.320, 20.567, 20.384], [21.999, 21.304, 21.531], [23.188, 21.531, 22.311], [20.093, 19.815, 20.534], [21.008, 22.494, 19.493], [19.756, 21.747, 18.454], [21.487, 21.757, 17.991], [21.280, 19.515, 18.857], [23.108, 21.003, 19.763], [22.772, 19.617, 20.603], [22.899, 21.943, 23.259], [23.924, 22.150, 21.778], [23.510, 20.542, 22.522], [20.033, 20.474, 21.259], [19.242, 19.496, 20.152], [16.363, 21.533, 21.880], [15.952, 20.791, 20.689], [16.353, 21.627, 19.419], [15.653, 22.857, 19.399], [14.290, 22.657, 18.961], [16.532, 19.365, 20.570], [17.450, 21.610, 21.964], [15.909, 21.093, 22.783], [15.884, 22.509, 21.898], [14.866, 20.745, 20.600], [16.160, 20.951, 18.559], [17.417, 21.850, 19.484], [13.611, 22.493, 19.856], [14.223, 21.751, 18.295], [13.965, 23.600, 18.522], [17.053, 19.236, 21.443], [15.719, 18.833, 20.626], [18.602, 26.920, 12.134], [17.697, 26.825, 13.356], [17.713, 25.411, 13.880], [16.739, 25.324, 14.903], [16.897, 24.098, 15.591], [18.135, 27.754, 14.379], [18.822, 27.880, 11.643], [18.177, 26.343, 11.358], [19.663, 26.600, 12.289], [16.611, 27.028, 13.055], [18.715, 25.293, 14.267], [17.539, 24.765, 13.070], [16.027, 24.032, 16.276], [17.763, 23.978, 16.157], [16.834, 23.322, 14.902], [18.065, 28.725, 14.096], [17.449, 27.538, 15.132], [11.856, 20.492, 15.041], [10.930, 21.416, 15.836], [11.412, 21.609, 17.284], [11.297, 20.372, 18.025], [10.004, 20.018, 18.502], [10.756, 22.774, 15.227], [11.802, 19.430, 15.325], [12.903, 20.900, 15.079], [11.623, 20.511, 13.954], [9.936, 20.974, 15.948], [10.782, 22.354, 17.732], [12.454, 21.949, 17.290], [9.238, 19.928, 17.750], [9.634, 20.717, 19.265], [10.015, 19.014, 18.992], [10.339, 22.620, 14.336], [11.714, 23.165, 15.050]], "forces_ev_per_a": [[0.5, 0.5, -0.5], [0.5, 0.5, -1.8], [0.3, 1.1, 1.3], [-0.2, -0.1, -0.1], [0.3, 0.3, 1.4], [2.8, 1.2, -0.1], [-1.5, -0.8, 1.1], [1.6, -0.2, 2.2], [0.2, -1.2, -1.4], [-1.7, 0.3, -0.2], [1.1, -0.2, 2.4], [-0.3, -1.2, 0.3], [-0.1, 0.2, 0.4], [-0.3, 0.2, -0.2], [0.3, 0.1, -0.2], [0.0, -0.2, -0.8], [-0.4, -0.5, -0.1], [-0.1, 0.2, -0.1], [-0.2, -0.7, -0.2], [-0.1, 0.1, -0.7], [-0.7, 0.6, 0.3], [-0.2, 0.1, 0.0], [-0.2, -0.1, -0.4], [0.2, 0.1, 0.1], [0.2, 0.0, 0.0], [0.1, 0.0, 0.2], [-0.2, -0.8, -0.6], [-0.3, 0.1, -0.3], [-0.2, 0.3, -0.7], [-1.3, 0.1, -1.3], [0.0, 1.1, 2.0], [1.0, -1.4, -0.8], [-0.8, 0.8, 1.0], [-0.4, 0.1, 0.2], [0.1, -0.8, 0.8], [-0.8, -0.6, 0.7], [0.1, 1.1, 1.0], [-0.2, -1.3, -1.2], [0.5, 1.0, 0.2], [0.6, -0.6, 0.0], [-1.3, 0.5, -0.8], [-0.3, -0.1, -0.5], [-0.1, -0.1, -0.3], [0.1, 0.0, -0.9], [0.3, -0.3, 0.1], [-0.1, 0.3, -0.4], [-0.2, -0.2, -0.2], [0.6, 0.3, -1.3], [0.2, 0.2, -0.2], [0.2, -0.2, -0.2], [0.4, 0.1, 0.5], [0.2, -0.5, -0.3], [-0.7, 0.2, -0.1], [0.3, 0.3, 0.0], [-0.3, 0.4, 0.4], [0.0, 0.2, -1.0], [0.4, -0.3, -0.2], [-0.3, 0.3, 0.7], [0.3, -0.4, 0.2], [0.0, 0.1, 0.4], [-0.3, -1.0, -0.2], [0.2, -0.4, 0.3], [-0.4, 1.9, -0.7], [-0.3, -1.1, -0.2], [0.0, 0.6, 0.5], [-1.8, 1.2, 2.6], [0.4, -2.0, 1.4], [-0.4, 1.4, -0.7], [0.7, -0.3, -0.7], [-0.1, -2.0, -0.6], [-0.5, 1.4, -0.8], [0.3, 0.1, 0.1], [-0.7, 0.6, 0.4], [0.4, 0.3, -0.1], [0.9, -0.6, 0.3], [-0.6, 0.2, 0.4], [0.3, 0.5, -0.8], [-0.2, -0.3, 0.2], [0.5, -0.3, -0.1], [0.2, 0.1, 0.2], [-0.3, -0.5, -0.5], [0.3, 0.2, 0.0], [-0.2, 0.2, -0.5], [0.4, 0.6, -0.6], [0.3, 0.0, 0.8], [-0.2, 0.9, -1.3], [0.4, -0.2, -0.1], [-0.3, -0.6, 0.6], [0.1, -0.5, 0.0], [0.5, -0.7, -0.2], [0.4, -0.5, 0.8], [0.9, 0.4, 0.5], [0.0, 0.4, -0.9], [0.0, 0.1, 0.7], [1.0, 1.1, 0.4], [0.7, -0.6, -0.6], [-2.2, 0.1, -0.3], [0.6, 0.5, 0.7], [1.4, -0.2, 0.2], [-1.4, 0.8, 0.5], [-1.1, -0.4, 0.1], [-0.4, -0.2, 0.3], [0.8, 1.0, -1.1], [-0.5, -0.4, 0.4], [-0.2, 0.4, -0.3], [0.0, 0.2, 0.1], [-0.2, -0.3, -0.1], [-0.3, -0.6, -0.8], [-0.3, -0.3, 1.3], [0.6, -0.4, -0.3], [-0.9, 0.0, -0.5], [-0.1, 0.4, 0.4], [0.0, -0.3, -0.1], [0.2, -1.0, 0.7], [0.5, -0.2, -0.5], [0.1, 0.4, -0.5], [0.0, 0.3, -0.2], [-0.1, -0.2, -0.1], [0.5, -0.5, -0.2], [0.4, -0.1, -0.3], [-0.8, 1.5, -0.7], [-2.6, -2.4, -0.7], [-0.4, 0.0, 1.5], [1.2, -0.8, -0.5], [-0.3, 0.8, 2.6], [2.6, 1.2, 0.5], [0.4, -0.7, -0.1], [0.3, -0.3, 0.2], [0.3, -0.3, 0.9], [0.2, -0.3, -0.2], [0.5, 0.2, -0.8], [-0.2, 1.2, 0.1], [0.1, 0.0, -1.5], [-0.4, -0.3, -0.6], [0.0, 0.3, 0.1], [0.0, -0.4, -0.6], [-1.0, 0.3, -0.2], [-0.4, -1.0, 0.7], [-0.9, -0.6, 0.3], [-0.5, 0.4, -0.4], [-0.7, 0.9, 0.2], [0.9, -2.3, -0.1], [1.0, -0.2, -0.4], [-0.6, 0.7, 0.1], [0.5, 0.2, -0.2], [0.3, -0.2, -0.1], [0.2, 0.2, -1.0], [0.1, -0.3, 0.0], [0.3, 0.4, -0.1], [-0.3, 1.3, 1.3], [0.2, -0.2, -0.5], [-0.1, 0.5, -0.1], [-0.3, -0.1, 0.0], [0.0, 0.2, 0.2], [-0.4, 1.1, 0.6], [0.7, -1.4, -0.4], [0.6, -1.1, 0.8], [-0.2, 1.2, -0.6], [-1.0, -1.4, 0.4], [-0.4, 0.9, -0.1], [0.0, -0.2, -0.7], [-0.1, 0.3, -0.1], [-0.2, -0.7, 0.0], [0.7, 0.5, 0.4], [0.1, 0.2, -0.1], [-0.5, 0.3, 0.3], [0.3, 0.4, 0.2], [0.0, 0.1, -0.9], [0.5, -0.1, 0.2], [-0.8, -0.3, -0.6], [0.5, 0.1, 0.6], [0.2, 0.2, -0.6], [-0.2, 0.5, 1.4], [0.5, -0.6, -1.1], [0.6, 0.8, 0.1], [-1.2, -0.2, -0.7], [1.8, -0.5, -1.1], [-0.3, -0.2, 0.1], [0.1, -0.1, 0.0], [-0.5, -0.2, 0.3], [0.1, -0.1, -0.4], [-0.1, 0.8, 0.0], [0.0, -0.8, 0.9], [-0.2, 0.6, 0.2], [-0.2, -0.2, 0.2], [1.2, -0.8, 0.2], [-0.6, 0.8, 1.1], [-1.2, 0.0, -0.4], [-0.6, 0.2, 2.0], [0.6, -0.7, -2.7], [0.0, -1.1, 1.1], [-0.7, -0.7, -1.0], [0.1, -0.4, 1.4], [1.1, 3.2, 0.7], [-0.1, 0.1, 0.1], [0.6, -0.3, -0.1], [0.4, 0.4, -0.4], [-0.1, -0.4, 0.4], [0.0, 0.7, 0.0], [0.1, 0.1, -0.2], [0.7, 0.0, -0.9], [0.0, 1.1, 0.4], [0.0, -0.2, -0.4], [-0.2, -0.3, -0.4], [-1.5, -1.7, 0.1], [1.5, 0.4, -0.2], [-0.7, 1.2, -1.5], [0.2, 2.2, 1.0], [0.8, -0.3, 0.0], [-3.0, 1.3, 0.7], [-0.9, -1.0, 1.3], [-0.9, 0.3, 0.7], [-0.3, -1.0, -1.0], [-0.9, -0.4, 0.4], [1.2, -0.2, 0.1], [0.5, -0.5, 0.4], [-0.4, -1.3, -1.0], [0.5, -0.1, -0.3], [1.9, 0.3, 0.9], [-0.1, -1.7, -1.3], [-0.2, -0.2, 0.0], [0.9, 0.9, -0.2], [0.5, 0.4, -0.9], [0.1, 0.5, 0.2], [-0.6, -1.1, -0.4], [0.3, 0.0, -0.1], [0.1, -0.3, 0.9], [1.6, -0.6, 0.9], [0.3, 0.5, 0.3], [-0.7, -0.6, 0.3], [-0.2, 0.1, 0.6], [0.0, 0.1, -0.4], [-0.3, 0.6, 0.4], [-0.2, -0.3, 0.2], [-0.2, 0.2, -0.7], [0.2, 0.1, -0.1], [0.6, 0.7, -0.4], [-0.3, 0.2, -0.9], [-1.2, -0.4, 0.1]]}